17
Properties=species:S:1:pos:R:3:lowdin_charge:R:1 method="wB97M-V/def2-TZVPD" smiles="CC(N)=O.CC" homo_ha=-0.355 relative_energy_kcal_mol=17.98 homo_lumo_gap_ha=0.388 e_tot_ev=-7863.7739
C -0.136 1.781 0.701 -0.023
C -0.135 0.925 1.926 -0.567
N -0.843 -0.278 1.830 0.136
O 0.387 1.212 2.981 0.051
H 0.872 2.048 0.393 0.089
H -0.733 2.663 0.787 0.077
H -0.794 1.240 -0.022 0.076
H -0.937 -0.848 2.655 0.096
H -0.615 -0.837 1.022 0.061
C 1.040 -0.657 -1.386 -0.153
C -0.326 -1.339 -1.572 -0.164
H 0.944 0.364 -1.002 0.023
H 1.805 -1.221 -0.839 0.074
H 1.481 -0.390 -2.354 0.064
H -0.419 -2.286 -1.057 0.063
H -0.417 -1.692 -2.567 0.043
H -1.175 -0.685 -1.495 0.056

17
Properties=species:S:1:pos:R:3:lowdin_charge:R:1 method="wB97M-V/def2-TZVPD" homo_ha="-0.551 / -0.551" relative_energy_kcal_mol=67.56 homo_lumo_gap_ha="0.428 / 0.228" multiplicity=2 e_tot_ev=-7853.4120 charge=+1 s_squared=0.755
N 1.477 -0.535 -0.951 0.228
C 0.259 -0.893 -1.885 -0.035
C -1.018 -0.040 -1.286 -0.124
C -0.624 0.242 0.124 -0.163
C 0.837 -0.384 0.423 -0.087
H 1.844 0.306 -1.255 0.123
H 0.653 -0.723 -3.006 0.173
H 0.008 -1.955 -1.751 0.122
H -1.068 0.812 -1.843 0.078
H -1.928 -0.621 -1.409 0.128
H -0.579 1.333 0.420 0.125
H -1.380 -0.200 0.942 0.174
H 1.330 0.142 1.261 0.121
H 0.715 -1.442 0.740 0.143
H 0.265 1.256 2.537 -0.035
H -0.821 1.519 3.502 0.014
O 0.030 1.184 3.435 0.015

17
Properties=species:S:1:pos:R:3:lowdin_charge:R:1 method="wB97M-V/def2-TZVPD" homo_ha="-0.541 / -0.515" relative_energy_kcal_mol=80.14 homo_lumo_gap_ha="0.389 / 0.192" multiplicity=2 e_tot_ev=-7852.8667 charge=+1 s_squared=0.757
C 0.241 -0.365 2.304 0.005
N 0.575 -0.249 0.874 0.033
C -0.191 -1.146 0.034 -0.194
C -1.385 -0.263 -1.984 0.127
C -0.227 -0.692 -1.395 -0.100
H 0.702 -1.232 2.783 0.127
H 0.659 0.502 2.824 0.113
H -0.843 -0.311 2.347 0.105
H 1.574 -0.354 0.696 0.172
H -1.229 -1.042 0.405 0.132
H -0.024 -2.211 0.215 0.161
H -1.767 -0.570 -2.952 0.094
H -2.177 0.214 -1.407 0.089
H 0.698 -0.797 -1.958 0.123
H 0.670 1.307 -0.190 -0.031
H 0.127 2.859 -0.521 0.064
O 0.829 2.256 -0.249 -0.019